No. 1
Formula: C22H40N2O8S5
Source: the OMol25 dataset
Level of theory: wB97M-V/def2-TZVPD

CARTESIAN COORDINATES (ANGSTROEM)
C  -4.51  2.90  -0.95
C  -4.15  2.06  -2.27
C  -5.10  2.22  -3.54
N  -3.04  1.27  -2.32
C  -1.94  2.20  -2.51
C  -0.68  2.12  -1.87
C  -0.44  0.92  -0.84
C  -0.02  1.14  0.62
C  0.25  0.03  1.68
C  -0.02  -1.40  1.08
C  -0.47  -1.44  -0.39
N  -0.67  -0.40  -1.33
C  0.31  3.27  -2.33
O  1.43  3.58  -1.88
O  -0.41  3.83  -3.45
C  -1.82  3.49  -3.44
O  -2.65  4.14  -4.09
H  -3.74  2.77  -0.12
H  -4.56  4.00  -1.28
H  -5.54  2.58  -0.56
H  -4.64  1.63  -4.39
H  -6.18  1.87  -3.31
H  -5.14  3.33  -3.81
H  0.12  2.23  0.96
H  0.56  0.22  2.76
H  0.12  -2.34  1.71
H  -0.69  -2.50  -0.80
C  1.82  -5.51  -1.09
S  1.35  -4.25  -2.29
O  -0.01  -3.76  -1.92
C  1.16  -5.39  -3.68
H  1.96  -5.03  -0.12
H  1.03  -6.26  -1.01
H  2.76  -5.98  -1.40
H  0.41  -6.15  -3.44
H  2.11  -5.86  -3.91
H  0.82  -4.82  -4.55
C  1.19  8.75  -0.27
S  0.31  7.19  -0.09
O  -0.30  7.17  1.28
C  1.78  6.15  -0.05
H  0.47  9.57  -0.27
H  1.88  8.89  0.57
H  1.75  8.76  -1.21
H  2.42  6.44  0.77
H  2.31  6.23  -1.00
H  1.46  5.11  0.09
C  -2.78  -8.45  -1.16
S  -1.76  -6.96  -1.04
O  -0.73  -7.21  0.01
C  -3.04  -5.92  -0.31
H  -2.17  -9.26  -1.56
H  -3.15  -8.73  -0.17
H  -3.62  -8.26  -1.83
H  -3.39  -6.36  0.63
H  -3.87  -5.82  -1.01
H  -2.61  -4.94  -0.11
C  3.54  0.58  -0.04
S  4.05  -1.03  -0.69
O  3.38  -2.08  0.14
C  5.77  -0.92  -0.14
H  2.48  0.71  -0.24
H  3.72  0.62  1.03
H  4.11  1.37  -0.55
H  5.80  -0.78  0.94
H  6.25  -0.08  -0.64
H  6.27  -1.85  -0.41
C  0.11  2.04  7.25
S  1.64  1.65  6.39
O  1.42  1.93  4.93
C  1.54  -0.14  6.62
H  -0.06  3.12  7.20
H  -0.73  1.52  6.78
H  0.19  1.74  8.30
H  0.61  -0.52  6.18
H  1.57  -0.37  7.68
H  2.39  -0.60  6.12

The calculation puts the frontier orbital gap at 0.258 Ha. As for the net charge: 0. The spin multiplicity is 1.

No. 2
Formula: C22H40N2ReSSi4
Source: the OMol25 dataset
Level of theory: wB97M-V/def2-TZVPD

CARTESIAN COORDINATES (ANGSTROEM)
Re  0.04  0.49  0.20
C  3.23  -0.03  2.24
Si  1.41  0.38  2.39
C  0.54  -0.93  3.41
C  1.20  2.07  3.17
C  1.63  0.48  -0.53
Si  2.59  -1.04  -1.42
C  4.33  -0.48  -1.80
C  1.58  -1.30  -2.97
C  2.68  -2.53  -0.31
Si  2.18  2.24  -1.12
C  3.82  2.73  -0.41
C  2.03  2.36  -2.97
C  0.85  3.32  -0.28
C  0.81  4.70  -0.27
C  -0.19  5.37  0.42
C  -1.16  4.64  1.09
C  -1.09  3.26  1.04
N  -0.12  2.62  0.37
H  3.65  -0.01  3.25
H  3.79  0.68  1.64
H  3.39  -1.03  1.84
H  1.03  -1.00  4.39
H  0.61  -1.92  2.95
H  -0.51  -0.71  3.57
H  1.71  2.06  4.14
H  0.16  2.33  3.36
H  1.65  2.87  2.58
H  4.40  0.41  -2.41
H  4.81  -1.29  -2.35
H  4.91  -0.33  -0.89
H  2.07  -0.83  -3.83
H  0.57  -0.91  -2.90
H  1.51  -2.37  -3.18
H  3.58  -2.51  0.30
H  2.76  -3.40  -0.97
H  1.84  -2.71  0.35
H  4.62  2.03  -0.64
H  3.77  2.87  0.67
H  4.09  3.69  -0.85
H  2.77  1.76  -3.49
H  2.18  3.40  -3.26
H  1.04  2.06  -3.31
H  1.58  5.26  -0.79
H  -0.22  6.46  0.43
H  -1.95  5.12  1.64
H  -1.81  2.64  1.56
C  -3.15  -3.96  1.57
Si  -3.74  -3.48  -0.13
C  -2.73  -4.27  -1.48
C  -5.56  -3.80  -0.33
C  -3.51  -1.57  -0.30
C  -4.58  -0.72  -0.62
C  -4.42  0.65  -0.78
C  -3.17  1.20  -0.59
N  -2.13  0.42  -0.27
C  -2.31  -0.91  -0.16
S  -0.70  -1.64  0.19
H  -3.36  -5.02  1.74
H  -3.67  -3.40  2.35
H  -2.07  -3.83  1.72
H  -2.89  -5.35  -1.48
H  -1.66  -4.09  -1.37
H  -3.04  -3.90  -2.46
H  -5.74  -4.88  -0.25
H  -5.94  -3.50  -1.31
H  -6.16  -3.32  0.44
H  -5.57  -1.15  -0.75
H  -5.26  1.28  -1.04
H  -2.98  2.25  -0.70

The calculation puts the frontier orbital gap (spin up / spin down) at 0.252 / 0.266 Ha. As for the net charge: +2. The spin multiplicity is 2.

No. 3
Formula: C22H40N3O3S4SiW
Source: the OMol25 dataset
Level of theory: wB97M-V/def2-TZVPD

CARTESIAN COORDINATES (ANGSTROEM)
W  -0.31  0.70  -0.52
C  0.44  3.86  -1.68
C  -1.06  3.93  -1.90
S  -1.98  2.63  -1.00
C  -3.07  2.00  -2.31
C  -2.30  1.40  -3.47
S  -1.12  0.16  -2.84
C  0.35  0.46  -3.85
C  0.94  1.85  -3.65
S  1.15  2.21  -1.87
H  0.96  4.54  -2.35
H  0.71  4.14  -0.66
H  -1.45  4.89  -1.57
H  -1.30  3.84  -2.96
H  -3.70  1.27  -1.81
H  -3.72  2.81  -2.64
H  -2.97  0.88  -4.15
H  -1.77  2.15  -4.05
H  1.04  -0.32  -3.55
H  0.10  0.30  -4.90
H  1.92  1.91  -4.11
H  0.32  2.63  -4.09
C  -0.07  3.18  4.42
N  -0.07  3.24  2.95
C  -0.02  4.57  2.34
C  -0.06  2.15  2.22
O  0.03  2.18  0.96
C  -0.13  0.80  2.90
O  -0.31  -0.19  1.90
C  -1.37  -1.12  2.09
C  -2.42  -0.87  1.02
O  -2.18  0.05  0.18
N  -3.52  -1.58  0.98
C  -4.49  -1.40  -0.09
C  -3.81  -2.61  1.99
H  -1.08  3.00  4.79
H  0.27  4.14  4.79
H  0.61  2.42  4.78
H  -0.60  5.25  2.95
H  -0.46  4.53  1.35
H  1.01  4.92  2.28
H  -0.93  0.78  3.64
H  0.81  0.62  3.43
H  -1.81  -1.03  3.09
H  -0.97  -2.13  1.99
H  -3.98  -1.08  -1.00
H  -5.24  -0.66  0.20
H  -4.98  -2.35  -0.28
H  -3.57  -2.25  2.99
H  -3.25  -3.52  1.77
H  -4.87  -2.82  1.96
C  4.44  -4.69  0.02
Si  2.73  -4.06  -0.36
C  1.46  -4.75  0.82
C  2.25  -4.31  -2.14
C  2.76  -2.15  -0.03
C  3.88  -1.50  0.49
C  3.89  -0.13  0.75
C  2.76  0.61  0.49
N  1.67  0.00  0.00
C  1.68  -1.32  -0.26
S  0.06  -1.68  -0.86
H  4.52  -5.74  -0.29
H  4.68  -4.66  1.08
H  5.22  -4.15  -0.52
H  1.42  -5.84  0.74
H  0.45  -4.38  0.60
H  1.69  -4.51  1.86
H  2.43  -5.35  -2.42
H  2.86  -3.70  -2.82
H  1.20  -4.10  -2.34
H  4.78  -2.07  0.69
H  4.78  0.35  1.15
H  2.70  1.68  0.66

The calculation puts the frontier orbital gap (spin up / spin down) at 0.240 / 0.240 Ha. As for the net charge: +3. The spin multiplicity is 1.

No. 4
Formula: C22H41As2N3OS2Ti
Source: the OMol25 dataset
Level of theory: wB97M-V/def2-TZVPD

CARTESIAN COORDINATES (ANGSTROEM)
Ti  -0.66  -8.92  14.72
C  -3.99  -7.45  12.14
As  -3.26  -8.36  13.77
C  -4.44  -9.97  13.59
C  -4.29  -7.27  15.08
C  -5.48  -6.60  14.83
C  -6.18  -6.02  15.87
C  -5.70  -6.08  17.18
C  -4.40  -6.58  17.29
C  -3.81  -7.37  16.35
As  -2.24  -8.33  16.75
C  -2.97  -9.85  17.82
C  -1.46  -7.45  18.34
H  -5.03  -7.21  12.22
H  -3.87  -8.05  11.21
H  -3.42  -6.51  12.06
H  -4.25  -10.65  14.37
H  -4.36  -10.49  12.61
H  -5.48  -9.57  13.56
H  -6.01  -6.61  13.85
H  -7.19  -5.62  15.77
H  -6.07  -5.45  17.99
H  -3.96  -6.46  18.24
H  -3.88  -9.48  18.30
H  -2.26  -10.02  18.57
H  -3.12  -10.74  17.24
H  -2.21  -7.30  19.09
H  -1.05  -6.48  18.05
H  -0.63  -8.00  18.67
C  -0.62  -13.61  13.97
C  -0.51  -12.15  13.85
S  -1.45  -11.21  15.04
C  0.19  -11.54  12.86
C  0.92  -12.29  11.70
S  0.42  -9.77  12.77
H  -1.37  -14.15  13.35
H  -0.91  -13.82  15.00
H  0.35  -14.02  13.68
H  1.00  -13.34  11.98
H  1.91  -11.89  11.64
H  0.38  -12.20  10.75
C  1.16  -10.83  18.31
N  1.76  -10.91  16.99
C  2.22  -12.21  16.58
C  1.63  -10.00  16.06
O  1.04  -8.95  16.21
H  0.15  -10.44  18.24
H  1.82  -10.37  19.02
H  0.98  -11.80  18.73
H  1.35  -12.91  16.51
H  2.90  -12.63  17.29
H  2.60  -12.21  15.55
H  2.18  -10.17  15.10
N  1.26  -5.98  16.75
H  0.72  -5.17  16.43
H  0.94  -6.05  17.68
H  0.79  -6.77  16.26
C  1.47  -3.91  12.79
C  1.62  -5.41  12.41
C  3.07  -5.77  12.59
C  1.16  -5.60  10.95
C  0.80  -6.21  13.34
N  0.18  -6.92  14.03
H  2.04  -3.37  12.03
H  1.80  -3.71  13.80
H  0.42  -3.62  12.71
H  3.69  -5.03  12.03
H  3.42  -6.74  12.17
H  3.35  -5.85  13.65
H  1.53  -4.79  10.38
H  0.13  -5.62  10.88
H  1.57  -6.55  10.65

The calculation puts the frontier orbital gap (spin up / spin down) at 0.223 / 0.237 Ha. As for the net charge: 0. The spin multiplicity is 3.

Which of these has the highest net charge?
C22H40N3O3S4SiW

Which of these has the highest net charge?
C22H40N3O3S4SiW